one:
Below is a single C2H4N2S3 molecule, with properties calculated with ωB97M-V with the def2-TZVPD basis set.

Last column: natural (NBO) charge in e.
Atoms and positions in Å:
C 0.719 0.750 -0.088  0.024
C -0.761 0.831 -0.084  0.022
H 3.184 -1.025 1.051  0.103
H 0.448 -1.328 0.057  0.428
H -1.124 1.846 -0.178  0.184
H -3.440 -1.273 -0.201  0.122
N 1.138 -0.593 -0.071  -0.752
N -1.496 -0.185 0.004  -0.521
S 2.752 -1.057 -0.221  0.217
S 1.789 2.000 -0.121  -0.030
S -3.211 0.035 -0.148  0.204

Total charge: 0
SMILES: S=C(/C=N/S)NS
Frontier orbital gap in eV: 8.0
E_HOMO in hartree: -0.323
Spin multiplicity: 1

---

two:
Below is a single C2H4N2S3 molecule, with properties calculated with ωB97M-V with the def2-TZVPD basis set.

Last column: natural (NBO) charge in e.
Atoms and positions in Å:
C 0.671 -0.307 -0.283  -0.011
C -0.672 -0.946 -0.332  -0.351
H -1.224 1.405 -0.316  0.380
H -0.557 1.850 1.486  0.373
H 1.544 1.579 -0.134  0.410
H 0.718 -2.502 0.068  0.171
N -0.418 1.857 0.401  -0.705
N 0.728 0.948 0.317  -0.432
S 2.013 -1.058 -0.774  -0.004
S -0.684 -2.415 0.538  0.130
S -2.118 -0.409 -0.971  0.039

Total charge: 0
SMILES: NNC(=S)C(=S)S
Frontier orbital gap in eV: 7.6
E_HOMO in hartree: -0.331
Spin multiplicity: 1

---

Which of them is the most stable, and which is the least stable? one and two, in that order.